Entry 1:
{
  "formula": "C39H44BrCsN6O2",
  "method": "ωB97M-V/def2-TZVPD",
  "species": ["C", "H", "H", "C", "H", "C", "C", "H", "H", "N", "H", "C", "N", "N", "H", "H", "H", "H", "C", "C", "H", "H", "N", "H", "C", "C", "C", "C", "C", "Cs", "C", "H", "H", "C", "H", "H", "H", "C", "H", "C", "H", "H", "H", "H", "Br", "C", "C", "N", "H", "C", "N", "C", "C", "C", "C", "C", "C", "H", "H", "H", "H", "C", "C", "H", "H", "C", "C", "H", "H", "H", "H", "H", "H", "C", "C", "C", "H", "H", "H", "C", "C", "H", "C", "C", "H", "H", "C", "O", "H", "O", "C", "C", "H"],
  "positions_angstrom": [[-3.91920, -1.91804, 1.80861], [-1.94691, -2.62641, 1.35710], [-4.36291, -2.31412, 0.90317], [-2.06892, 0.58873, -5.12257], [-0.52231, -3.84208, 7.51696], [-4.91738, -1.95850, -2.64258], [5.23079, 4.25556, -1.61351], [5.21740, -0.98570, -2.66052], [-0.05431, 1.05679, -5.67193], [-0.51753, 4.87084, -0.49282], [-3.98110, 0.11478, -4.33105], [-0.08278, -1.77263, 4.86164], [0.33850, -1.62233, 2.51317], [1.83854, 3.64334, 2.40900], [1.24572, -4.06131, 0.62676], [2.18962, -0.56726, 7.07637], [0.64128, -1.93996, -3.01400], [2.77361, -0.80509, -2.71898], [-0.11394, -3.03558, 6.91783], [4.89502, 4.83855, -2.83927], [-4.86691, -1.74909, -3.72266], [1.87355, 3.40252, -3.18819], [3.14224, 3.07259, -1.60672], [-0.66419, 5.41878, -1.33709], [2.83890, 3.66049, -2.77040], [-0.72476, 0.76898, -4.86361], [2.80583, 3.63209, 3.04936], [-0.50018, -1.64889, 3.42060], [3.66417, 4.53989, -3.43226], [-0.50241, 0.40978, 1.05860], [-5.61579, 0.27189, -2.01279], [-1.38354, -3.42428, 5.23632], [-4.74679, -0.16263, 4.57763], [0.77972, -3.07803, -1.21215], [1.36084, -0.20898, 4.76213], [-5.91206, -2.36717, -2.43032], [0.96375, 3.60513, 1.89902], [4.54378, -1.04562, -0.59048], [6.10684, 0.07131, -1.55442], [4.31847, -0.04520, 0.54691], [-0.95530, -4.07089, -0.44564], [-2.21230, 3.82658, -1.05790], [-5.37210, 1.07355, -1.31499], [3.39246, -2.95703, 0.91926], [6.16249, 5.94668, -3.75230], [2.45499, -1.51959, -1.97508], [-1.61470, 3.05005, 0.66636], [-1.72641, 4.15560, -0.22612], [-0.45259, -4.62434, -2.04446], [-1.98855, -1.58678, 3.21954], [-4.69160, -0.81248, -1.79994], [-4.70641, -1.21546, 2.70804], [1.41096, -1.20052, 6.66528], [1.58108, -3.35336, -0.11491], [3.24842, -1.77630, -0.86644], [-1.07198, 0.18335, -2.51525], [-2.92670, 0.22274, -4.09315], [0.24882, 4.21295, -0.67732], [3.62005, 0.72307, 0.22283], [-6.63207, -0.08313, -1.80514], [-2.46158, 0.73320, -6.12653], [5.12071, -0.31824, -1.80404], [4.31739, 3.39437, -1.05042], [4.51806, 2.91520, -0.10018], [4.48959, 0.52327, -2.07922], [0.94203, -0.98823, 5.38314], [-4.13933, -0.71034, 3.86608], [0.80787, 0.74173, -3.38759], [-1.24382, -3.04997, -1.86739], [3.90104, -0.54302, 1.41661], [-5.75701, -1.05205, 2.50528], [5.28671, -1.78489, -0.25476], [1.25787, -2.40500, 8.43740], [-2.57239, -2.09560, 2.06259], [-3.30048, -0.41217, -1.63559], [-2.43626, 0.00585, -2.81285], [-4.16934, -2.71600, -2.40724], [3.38007, 4.98856, -4.37224], [-2.79507, -1.25141, -1.14435], [-0.25280, 0.57998, -3.56885], [-2.79397, -0.89739, 4.12168], [-3.30542, 0.41001, -0.91431], [0.88809, -2.23086, 7.43503], [-0.54965, -3.74601, -1.40115], [5.25904, 0.42558, 0.83081], [6.16747, 4.48647, -1.12755], [2.79526, -2.71830, 0.05107], [-2.60557, 2.31438, 0.71127], [-5.60825, 0.68803, -3.03536], [-0.56230, 2.93328, 1.31830], [1.24408, -2.16553, -2.14692], [-0.59879, -2.80238, 5.64521], [-2.35646, -0.49034, 5.02652]],
  "mulliken_charge": [-0.22, 0.87, 0.25, -0.93, 0.34, -1.01, -0.81, 0.40, 0.36, -0.50, 0.11, -0.08, -0.86, 0.13, 0.24, 0.36, 0.50, 0.20, -0.68, 0.32, 0.33, 0.42, -0.01, 0.23, -0.26, -0.61, -0.30, -0.60, -0.59, 1.26, -0.95, 0.36, 0.34, 0.97, 0.53, 0.37, 0.31, 0.88, 0.49, -1.11, 0.30, 0.29, 0.26, 0.33, -0.20, -0.07, 0.35, -0.26, 0.39, 0.46, 0.28, -0.38, -0.69, -0.69, 0.13, 0.21, -0.01, 0.15, -0.02, 0.35, 0.32, -1.73, -0.07, 0.38, 0.16, -0.33, -0.81, 0.28, 0.00, 0.46, 0.37, 0.34, 0.34, -0.54, -0.35, 0.23, 0.22, 0.44, -0.36, -0.69, -0.18, 0.29, -0.32, -1.24, 0.42, 0.41, -0.64, -0.66, 0.26, -0.82, -0.78, -0.05, 0.42],
  "molar_mass_g_mol": 841.630,
  "orbital_gap_ha": 0.153,
  "multiplicity": 1,
  "energy_ha": -4585.59844,
  "total_charge": -2
}


Entry 2:
{
  "formula": "C39H44N4O3PdSi",
  "method": "ωB97M-V/def2-TZVPD",
  "species": ["N", "H", "H", "C", "C", "H", "H", "H", "H", "C", "C", "C", "H", "O", "H", "H", "C", "C", "H", "O", "C", "H", "H", "C", "C", "H", "C", "H", "C", "Pd", "C", "C", "C", "H", "C", "C", "H", "C", "N", "C", "H", "H", "H", "H", "H", "H", "H", "C", "H", "C", "C", "H", "C", "H", "C", "C", "H", "H", "C", "O", "C", "H", "H", "C", "H", "C", "H", "C", "C", "H", "C", "C", "H", "H", "H", "Si", "C", "H", "C", "C", "H", "N", "H", "H", "C", "C", "H", "H", "N", "C", "H", "H"],
  "positions_angstrom": [[-0.54727, 3.66266, 3.16223], [-2.93971, -4.84385, -3.21194], [2.03525, -0.56412, -2.03309], [0.97989, -1.21991, -5.25122], [1.71610, -3.31275, 0.19003], [-2.04922, -4.05130, 0.37471], [2.07665, 2.81751, -2.82674], [-2.95663, -3.07394, -3.11825], [0.51876, 2.79679, 4.73705], [2.23868, 0.48544, -1.81280], [-0.59857, 4.51529, 2.09410], [-0.00766, 3.27878, -2.51498], [-3.23450, -0.14481, -2.98451], [-3.55549, 0.48031, -2.32560], [-0.31608, 6.36711, 3.11944], [0.65378, 5.27533, -3.18424], [3.87759, 0.98639, 2.14296], [1.96406, 0.91977, 0.68568], [-3.70030, -0.04390, -1.52875], [-1.45562, -1.18009, -1.47367], [0.32496, -2.59243, 2.47564], [-3.21418, -4.91470, -0.64297], [-1.61122, -3.90392, -3.91349], [0.35159, -1.28582, -4.01680], [-2.30483, -0.69069, 4.26348], [-2.51325, 1.35239, 6.94955], [-1.50697, 2.56207, 1.42614], [0.76395, -0.40206, -5.92794], [-2.31915, 1.02472, 5.93680], [-1.22257, 0.90347, -1.29489], [-0.01792, 5.87981, 2.19109], [-2.56944, -4.03084, -0.58560], [-1.48343, 4.95248, -2.63803], [1.52795, 3.62935, 3.54620], [-1.56710, -4.01593, -1.74209], [2.78594, 0.63114, -0.39933], [2.89289, -3.99747, -5.01636], [-1.86712, 1.94227, 5.00241], [1.02091, 1.24462, -1.99838], [-0.70984, -5.28177, -1.68603], [-0.35369, 6.47692, 1.34741], [0.89573, 1.00370, 0.53582], [-0.11992, -5.31481, -0.76689], [-1.65140, -0.08824, 2.30519], [2.26859, -3.61100, -0.69476], [-3.14191, 3.63482, -1.92076], [-1.34076, -6.17733, -1.71308], [0.59687, -2.33637, -3.12892], [3.23941, -4.01672, 1.52601], [0.57730, 3.66281, 4.08644], [-2.31244, -3.95577, -3.07719], [1.07325, 5.83838, 2.16726], [0.47547, -2.69376, 0.05503], [0.53791, 4.56694, 4.69146], [-1.82064, 0.20902, 3.32769], [4.15424, 0.49447, -0.18882], [2.34559, -2.17767, -6.60379], [-0.33913, -0.50330, -3.72136], [2.26326, -3.55447, 1.44203], [-2.03694, 1.63259, 0.80557], [-1.58584, 1.52933, 3.70058], [-1.76470, 2.98294, 5.27606], [3.01228, 0.84103, -2.50297], [2.17245, -3.23592, -4.74322], [-1.15654, -1.82545, 1.12649], [1.53474, -3.29808, -3.51158], [-2.89016, -1.00493, 6.30789], [-0.14111, 4.62690, -2.85085], [1.56111, -3.21185, 2.58788], [1.77494, -4.11553, -2.84196], [1.88118, -2.20626, -5.62623], [-1.21288, 3.91098, 1.04566], [1.97747, -3.43031, 3.56345], [-2.50114, -1.71289, 3.96683], [-1.44809, 4.33469, 0.08469], [-0.47544, -2.43118, -1.55974], [-2.10733, 3.78752, -2.18845], [1.85797, 1.30625, 2.78856], [2.50951, 1.09705, 1.94764], [-2.53520, -0.29541, 5.57252], [-3.20101, -3.14038, -0.61287], [-1.21871, 2.78824, -2.11323], [-0.03507, -5.33212, -2.54214], [-0.22174, -2.30872, 3.36750], [-0.19726, -2.32409, 1.22148], [4.69982, 0.67432, 1.07258], [4.29846, 1.12865, 3.13060], [5.76768, 0.57589, 1.22186], [-1.08273, 2.44794, 2.75126], [1.11879, 2.43051, -2.47131], [-1.95887, 5.90860, -2.78344], [4.79567, 0.25463, -1.02973]],
  "mulliken_charge": [-0.21, 0.52, -0.17, -0.84, -0.06, 0.30, 0.34, 0.22, 0.58, -1.62, 0.43, 0.15, 0.29, -0.64, 0.37, 0.49, -0.79, 0.55, 0.33, -1.13, -0.65, 0.56, 0.33, -0.03, -0.48, 0.40, 0.74, 0.44, -0.67, 1.39, -1.60, -1.61, -0.45, 0.39, 2.03, 0.16, 0.39, -0.23, 0.81, -1.61, 0.39, 0.46, 0.33, 0.26, 0.14, 0.48, 0.48, 1.10, 0.43, -1.34, -1.76, 0.32, 1.25, 0.29, 0.02, -0.62, 0.36, 0.45, -0.77, -0.94, -0.14, 0.49, 0.51, -0.92, 0.66, -0.34, 0.40, -1.16, -0.75, 0.22, -0.51, -0.79, 0.41, 0.49, 0.40, -0.86, -0.88, 0.64, -0.39, -0.61, 0.16, 0.04, 0.32, 0.17, -0.16, -0.67, 0.43, 0.39, 0.94, -0.15, 0.47, 0.45],
  "molar_mass_g_mol": 751.312,
  "orbital_gap_ha": [0.255, 0.255],
  "multiplicity": 1,
  "energy_ha": -2374.68136
}